Entry 1:
Formula: C4H12
Source: the OMol25 dataset
Level of theory: ωB97M-V with the def2-TZVPD basis set

Values from the calculation:
- ΔE to the lowest compared entry with this formula, charge and spin: 0.226 eV
- LUMO energy: 1.09 eV
- Electronic energy: -159.57666 a.u.
- Molar mass: 60.14 g mol⁻¹
- Structure (SMILES): CC.CC
- Kohn-Sham gap: 12.9 eV

Geometry as XYZ:
```
16
Properties=species:S:1:pos:R:3:lowdin_charge:R:1
H -1.7680 0.1042 1.1312 0.052
H -0.5706 1.3306 3.4101 0.053
H 0.6261 0.1041 2.8690 0.056
C -1.3578 -0.2279 2.0861 -0.167
C 0.7461 -0.8938 -1.8991 -0.161
H -0.1681 0.7229 -3.0559 0.053
H -2.2045 -0.2764 2.7700 0.055
H 1.4856 0.2412 -3.6095 0.059
C 0.8154 0.3857 -2.7588 -0.168
H 1.2418 1.2128 -2.1781 0.059
H 1.6771 -1.4449 -1.9933 0.057
H 0.6562 -0.6322 -0.8446 0.047
C -0.2274 0.7189 2.5835 -0.160
H -0.9472 -1.2239 1.9073 0.055
H -0.0959 -1.5042 -2.2020 0.057
H 0.0911 1.3830 1.7841 0.052
```

---

Entry 2:
Formula: C4H12
Source: the OMol25 dataset
Level of theory: ωB97M-V with the def2-TZVPD basis set

Values from the calculation:
- ΔE to the lowest compared entry with this formula, charge and spin: 0.573 eV
- LUMO energy: 1.14 eV
- Electronic energy: -159.56392 a.u.
- Molar mass: 60.14 g mol⁻¹
- Structure (SMILES): CC.CC
- Kohn-Sham gap: 12.5 eV

Geometry as XYZ:
```
16
Properties=species:S:1:pos:R:3:lowdin_charge:R:1
C -0.1711 -0.4485 1.3551 -0.185
H 0.7694 -0.6430 0.8087 0.060
H -1.5567 -1.3971 2.7335 0.062
C 1.1060 1.3127 -1.3387 -0.167
H -1.0306 0.7878 -1.2186 0.041
H 0.1156 -2.2171 2.4005 0.062
H 1.9075 0.7210 -1.8000 0.067
H -0.4876 1.4987 -2.7609 0.063
H 1.2877 1.1150 -0.2791 0.038
H -0.0955 -0.1917 -2.2941 0.065
H 1.1762 2.3750 -1.5591 0.061
H -1.3520 -2.3225 1.3580 0.065
H 0.0251 0.3770 2.0326 0.069
H -0.7147 -0.1184 0.4654 0.029
C -0.2160 0.8343 -1.9413 -0.173
C -0.7631 -1.6830 2.0381 -0.159
```

---

Entry 3:
Formula: C4H12
Source: the OMol25 dataset
Level of theory: ωB97M-V with the def2-TZVPD basis set

Values from the calculation:
- ΔE to the lowest compared entry with this formula, charge and spin: 0.523 eV
- LUMO energy: 1.17 eV
- Electronic energy: -159.56576 a.u.
- Molar mass: 60.14 g mol⁻¹
- Structure (SMILES): CC.CC
- Kohn-Sham gap: 12.6 eV

Geometry as XYZ:
```
16
Properties=species:S:1:pos:R:3:lowdin_charge:R:1
H 0.6576 -0.5487 -2.1339 0.071
C 0.1660 0.9788 1.5809 -0.158
H 0.5227 2.9975 0.6074 0.062
C -0.1733 -0.9874 -1.5650 -0.170
H 0.9897 1.0953 2.2893 0.064
C 0.2171 -2.2009 -0.7436 -0.174
H -0.3245 1.8873 -0.3127 0.044
H 0.8850 -2.8616 -1.2882 0.063
H -0.6817 0.7744 2.2418 0.064
C -0.2012 2.1927 0.7326 -0.160
H -0.4962 -0.1399 -0.9736 0.023
H -0.9191 -1.2260 -2.3190 0.063
H 0.3478 0.0577 1.0346 0.026
H -1.1742 2.5610 1.0478 0.061
H 0.8284 -1.9907 0.1536 0.053
H -0.6396 -2.5886 -0.1908 0.068
```

---

Entry 4:
Formula: C4H12
Source: the OMol25 dataset
Level of theory: ωB97M-V with the def2-TZVPD basis set

Values from the calculation:
- ΔE to the lowest compared entry with this formula, charge and spin: 1.424 eV
- LUMO energy: 1.09 eV
- Electronic energy: -159.53265 a.u.
- Molar mass: 60.14 g mol⁻¹
- Structure (SMILES): CC.CC
- Kohn-Sham gap: 12.2 eV

Geometry as XYZ:
```
16
Properties=species:S:1:pos:R:3:lowdin_charge:R:1
H -0.8205 0.5205 1.5692 0.058
C -0.4541 -0.3259 -2.5956 -0.170
H 0.3501 1.0522 -1.1704 0.034
H 0.6364 -0.2033 3.7444 0.053
C 0.1358 0.0342 1.7493 -0.172
H 0.4565 -1.8127 3.2903 0.063
H 1.2851 0.8906 -2.7948 0.051
C 0.0573 -0.8263 3.0517 -0.171
H -0.9460 -0.7392 3.4122 0.042
H -1.4849 0.0459 -2.8347 0.064
H -0.3550 -0.6618 -3.6326 0.050
H -0.2984 -1.0677 -1.8266 0.047
H 0.8451 0.9048 1.8052 0.071
H -0.3101 1.8823 -2.5309 0.076
C 0.3489 0.9990 -2.2621 -0.153
H 0.5539 -0.6926 1.0254 0.059
```

---

Entry 5:
Formula: C4H12
Source: the OMol25 dataset
Level of theory: ωB97M-V with the def2-TZVPD basis set

Values from the calculation:
- ΔE to the lowest compared entry with this formula, charge and spin: 0.281 eV
- LUMO energy: 1.18 eV
- Electronic energy: -159.57466 a.u.
- Molar mass: 60.14 g mol⁻¹
- Structure (SMILES): CC.CC
- Kohn-Sham gap: 12.7 eV

Geometry as XYZ:
```
16
Properties=species:S:1:pos:R:3:lowdin_charge:R:1
H 0.6041 0.5824 -2.9216 0.059
C -0.0548 -0.6703 1.2191 -0.165
H 1.0149 -0.6125 1.4247 0.071
H -1.4395 -2.3441 1.3058 0.060
C -0.7569 -1.8141 1.9711 -0.154
H -0.1335 -0.7232 0.1470 0.015
H -0.0577 -2.5203 2.4104 0.058
C 0.7637 0.6201 -1.8523 -0.173
H 0.4318 -0.3086 -1.4149 0.023
H -1.3949 -1.3887 2.7443 0.057
H 0.3979 2.7316 -1.7999 0.058
H -1.0234 1.7113 -1.4980 0.065
H 0.2427 1.9765 -0.2365 0.051
C 0.0320 1.8458 -1.2940 -0.156
H -0.4761 0.2864 1.5252 0.062
H 1.8496 0.6277 -1.7305 0.069
```

---

Entry 6:
Formula: C4H12
Source: the OMol25 dataset
Level of theory: ωB97M-V with the def2-TZVPD basis set

Values from the calculation:
- ΔE to the lowest compared entry with this formula, charge and spin: 1.405 eV
- LUMO energy: 1.09 eV
- Electronic energy: -159.53335 a.u.
- Molar mass: 60.14 g mol⁻¹
- Structure (SMILES): CC.CC
- Kohn-Sham gap: 11.7 eV

Geometry as XYZ:
```
16
Properties=species:S:1:pos:R:3:lowdin_charge:R:1
H 0.7505 0.2651 2.9003 0.088
H 1.9781 -1.1411 -1.7851 0.070
H -0.1069 0.2508 0.6635 0.063
H -1.3250 -0.8770 1.2028 0.028
H -0.4032 1.5814 2.8656 0.028
H 0.0991 0.9157 -1.4008 0.042
C 0.0652 -0.1067 -1.7366 -0.233
C -0.9881 0.0985 1.4359 -0.178
H 1.0512 -1.2761 -3.3461 0.096
H 1.9362 0.2786 -2.9239 0.061
H -0.9261 0.2363 3.7271 0.059
H -1.8987 0.6165 1.0633 0.071
H -0.3335 -0.7918 -0.9566 0.042
C -0.3704 0.5258 2.8134 -0.161
H -0.9979 -0.0046 -2.2802 0.109
C 1.3227 -0.5265 -2.4677 -0.186
```

---

Entry 7:
Formula: C4H12
Source: the OMol25 dataset
Level of theory: ωB97M-V with the def2-TZVPD basis set

Values from the calculation:
- ΔE to the lowest compared entry with this formula, charge and spin: 0.157 eV
- Multiplicity: 2
- LUMO energy (spin up / spin down): -3.20 / -10.47 eV
- Electronic energy: -159.16407 a.u.
- Molar mass: 60.14 g mol⁻¹
- Kohn-Sham gap (spin up / spin down): 13.0 / 5.5 eV
- Total charge: +1
- <S²>: 0.754

Geometry as XYZ:
```
16
Properties=species:S:1:pos:R:3:mulliken_spin:R:1
H -0.2937 1.9855 0.7266 -0.002
H 1.0021 0.7610 0.4820 0.072
H -0.3077 -0.3836 2.2737 0.011
H 0.8863 -1.5491 -0.9085 0.117
H 1.2635 2.1684 1.5072 0.024
H -0.7252 -2.3474 -2.4947 0.106
C -0.0799 0.6734 2.4139 0.020
H -1.0113 1.1610 2.6918 0.010
C -0.8509 -1.2880 -2.2136 0.025
C 0.4973 1.4418 1.2319 0.076
H 0.6054 0.6796 3.2667 0.005
H 0.3334 -0.2245 -0.5781 0.131
H 1.0817 -0.2753 -2.2519 0.004
H -1.6656 -1.3185 -1.4707 0.049
H -1.1231 -0.6768 -3.0680 0.004
C 0.3878 -0.8074 -1.6083 0.347
```

---

Entry 8:
Formula: C4H12AsTl
Source: the OMol25 dataset
Level of theory: ωB97M-V with the def2-TZVPD basis set

Values from the calculation:
- ΔE to the lowest compared entry with this formula, charge and spin: 0.903 eV
- LUMO energy (spin up / spin down): -9.82 / -11.00 eV
- Electronic energy: -2567.11771 a.u.
- Molar mass: 339.44 g mol⁻¹
- Kohn-Sham gap (spin up / spin down): 7.9 / 6.4 eV
- Total charge: +2

Geometry as XYZ:
```
18
Properties=species:S:1:pos:R:3:lowdin_charge:R:1
As -0.1679 -0.5354 0.8400 1.079
H -1.9249 -0.3531 2.6902 0.052
H -1.5181 1.9703 -4.6890 0.017
H 1.7179 1.2061 0.8637 0.046
H -0.6407 3.2952 -3.7762 0.020
H 2.2335 -0.3250 1.5980 0.064
H 0.5729 -2.7391 1.7932 0.069
Tl -1.0524 0.9708 -1.8539 1.086
C -0.0346 -2.4909 0.9148 -0.228
C -0.9137 0.0325 2.5593 -0.230
C 1.6827 0.1215 0.7675 -0.256
H -1.0173 -2.9509 1.0174 0.052
H -0.2618 -0.3857 3.3350 0.068
H 0.2985 1.8558 -4.4396 0.021
H 2.1584 -0.1777 -0.1666 0.043
H -0.9328 1.1182 2.6489 0.049
H 0.4516 -2.8819 0.0207 0.049
C -0.6507 2.2698 -4.1233 -0.001
```

---

Entry 9:
Formula: C4H12FN2PS
Source: the OMol25 dataset
Level of theory: ωB97M-V with the def2-TZVPD basis set

Values from the calculation:
- ΔE to the lowest compared entry with this formula, charge and spin: 3.148 eV
- LUMO energy (spin up / spin down): -1.47 / -1.47 eV
- Electronic energy: -1108.43249 a.u.
- Molar mass: 170.19 g mol⁻¹
- Kohn-Sham gap (spin up / spin down): 7.7 / 7.7 eV

Geometry as XYZ:
```
21
Properties=species:S:1:pos:R:3:lowdin_charge:R:1
C 0.9874 2.6128 -0.2842 -0.119
H -1.0666 -1.9038 1.4641 0.116
H 1.4678 -2.7983 -0.8522 0.089
H -1.9657 -2.0223 -0.1628 0.108
H 0.5389 3.2865 -0.9410 0.063
C 0.6295 -2.6590 -0.1350 -0.148
C -1.0886 1.4548 -0.7379 -0.093
H -1.0544 2.3962 -1.2907 0.091
H -1.6829 -0.4329 0.7260 0.057
P 1.0147 -0.0217 0.1121 0.606
N -0.0766 -1.3840 -0.2817 -0.357
S 2.9200 -0.2173 -0.0381 0.343
H 2.0272 2.4801 -0.4554 0.047
N 0.3158 1.3693 -0.4640 -0.414
H -0.1074 -3.3782 -0.2932 0.065
H -1.6771 1.5314 0.1795 0.092
H 0.7939 3.0534 0.7235 0.123
H 0.9264 -2.7995 0.8685 0.075
H -1.3795 0.4851 -1.2344 0.098
F -0.2593 0.3620 2.6491 -0.631
C -1.2633 -1.4146 0.4475 -0.212
```

---

Entry 10:
Formula: C4H12INO
Source: the OMol25 dataset
Level of theory: ωB97M-V with the def2-TZVPD basis set

Values from the calculation:
- ΔE to the lowest compared entry with this formula, charge and spin: 0.000 eV
- LUMO energy: 0.16 eV
- Electronic energy: -587.25811 a.u.
- Molar mass: 217.05 g mol⁻¹
- Kohn-Sham gap: 7.6 eV

Geometry as XYZ:
```
19
Properties=species:S:1:pos:R:3:lowdin_charge:R:1
H 5.9105 6.1222 5.2028 0.136
H 7.3722 8.5963 2.9384 0.064
H 6.6361 8.7059 4.5947 0.025
O 4.4797 5.3677 3.9625 -0.170
C 6.9855 8.0428 3.7562 -0.064
H 3.6669 3.7559 4.8439 0.065
H 5.3847 3.5618 4.5415 0.074
I 4.2817 10.4423 5.2073 -0.275
H 4.3550 8.4677 4.1020 -0.164
C 5.8272 7.1287 3.2848 -0.272
H 7.7819 7.4166 4.1584 0.083
H 6.5066 5.1756 3.8508 0.133
H 4.2480 3.3134 3.2541 0.107
C 4.4462 3.9145 4.1795 -0.025
H 4.6241 8.6456 2.4880 0.129
N 4.4822 7.9324 3.2026 0.139
H 3.7105 7.3554 2.8875 0.140
C 5.7134 5.8646 4.1702 -0.269
H 6.0845 6.7587 2.2760 0.145
```

---

Entry 11:
Formula: C4H12INSi
Source: the OMol25 dataset
Level of theory: ωB97M-V with the def2-TZVPD basis set

Values from the calculation:
- ΔE to the lowest compared entry with this formula, charge and spin: 3.491 eV
- LUMO energy (spin up / spin down): -1.29 / -0.04 eV
- Electronic energy: -801.42592 a.u.
- Molar mass: 229.14 g mol⁻¹
- Kohn-Sham gap (spin up / spin down): 7.7 / 7.6 eV

Geometry as XYZ:
```
19
Properties=species:S:1:pos:R:3:lowdin_charge:R:1
H 0.6509 -2.8739 -1.0156 0.089
Si -1.4676 0.2476 1.0966 0.314
H -0.3545 -0.6006 -1.4767 0.066
H 1.1744 0.1946 -0.8477 0.110
C -1.0373 3.6526 -0.4912 0.057
H 1.5480 -1.6285 1.3050 0.068
H 1.3462 -1.8404 -2.4126 0.080
H -0.1324 3.1082 -0.3272 -0.050
H -1.7282 -0.4147 2.3033 -0.129
C 1.2462 -1.9455 -1.2959 -0.067
N -0.0747 -0.6013 0.4940 -0.416
H 1.4160 0.1571 1.7678 0.092
H -1.2224 3.9283 -1.5186 -0.023
H 0.5289 -1.2207 2.4421 0.065
I -3.5561 -0.3726 -0.2913 0.197
C 0.4512 -0.6191 -0.7951 -0.330
H 2.1768 -1.9394 -0.7043 0.048
H -1.8864 3.5624 0.2369 -0.008
C 0.9209 -0.7941 1.5307 -0.165
```

---

Entry 12:
Formula: C4H12N2
Source: the OMol25 dataset
Level of theory: ωB97M-V with the def2-TZVPD basis set

Values from the calculation:
- ΔE to the lowest compared entry with this formula, charge and spin: 1.202 eV
- Multiplicity: 2
- LUMO energy (spin up / spin down): 4.30 / 4.18 eV
- Electronic energy: -269.00943 a.u.
- Molar mass: 88.15 g mol⁻¹
- Kohn-Sham gap (spin up / spin down): 2.8 / 8.5 eV
- Total charge: -1
- <S²>: 0.750

Geometry as XYZ:
```
18
Properties=species:S:1:pos:R:3:mulliken_spin:R:1
H 1.3648 -1.9895 -0.8883 -0.291
H -1.3886 -0.5880 -2.0659 -0.106
C -0.5276 0.8848 0.9899 1.244
C 1.9822 -1.0935 -0.8388 2.529
H -0.3194 -0.2966 2.5311 -0.233
H 1.6047 0.9304 -0.5354 0.134
H 0.2327 1.5675 1.3767 -0.520
H 2.5498 -1.1929 0.1445 -0.400
H -2.2260 0.1182 -0.7701 -0.164
N 1.1150 0.0836 -0.7640 -1.038
H -1.0561 1.1822 -1.7141 -0.039
H -1.7600 -0.5399 1.8476 -0.245
H -1.1149 1.7302 0.5530 0.146
H 2.6511 -1.0098 -1.6900 -0.669
C -0.2310 -0.0657 -0.2068 0.327
C -1.2699 0.1896 -1.3125 0.288
N -1.1104 0.1898 2.1121 0.176
H -0.1647 -1.0761 0.2120 -0.142
```

---

Entry 13:
Formula: C4H12N2
Source: the OMol25 dataset
Level of theory: ωB97M-V with the def2-TZVPD basis set

Values from the calculation:
- ΔE to the lowest compared entry with this formula, charge and spin: 0.524 eV
- LUMO energy: 0.91 eV
- Electronic energy: -269.09709 a.u.
- Molar mass: 88.15 g mol⁻¹
- Structure (SMILES): [H]/N=C/N.CCC
- Kohn-Sham gap: 10.2 eV

Geometry as XYZ:
```
18
Properties=species:S:1:pos:R:3:lowdin_charge:R:1
H -0.0079 2.7723 3.1477 0.079
H -0.6007 -0.9833 -3.6858 0.069
H -1.5552 -4.1540 -1.7938 0.066
H 0.4493 -2.3940 -3.4054 0.070
C -0.0579 -1.5510 -2.9264 -0.127
H -2.9106 -3.1025 -1.6806 0.066
H -1.6836 -1.1427 -1.6512 0.093
N 2.6679 4.3449 3.8762 0.041
H 3.5406 4.0743 4.3168 0.025
H 0.6779 -0.8858 -2.4681 0.066
C -1.9244 -3.1887 -2.1539 -0.131
H -0.5103 -2.1755 -0.9010 0.093
N 0.5871 3.5474 3.3756 0.058
C 1.8400 3.3829 3.8934 -0.408
H 2.1027 2.4191 4.3333 0.112
H -2.0898 -3.3290 -3.2189 0.065
H 0.5070 4.3625 2.7792 0.093
C -1.0323 -1.9969 -1.8373 -0.329
```

---

Entry 14:
Formula: C4H12N2
Source: the OMol25 dataset
Level of theory: ωB97M-V with the def2-TZVPD basis set

Values from the calculation:
- ΔE to the lowest compared entry with this formula, charge and spin: 3.331 eV
- LUMO energy: 1.02 eV
- Electronic energy: -268.99395 a.u.
- Molar mass: 88.15 g mol⁻¹
- Structure (SMILES): C=CC.NCN
- Kohn-Sham gap: 10.4 eV

Geometry as XYZ:
```
18
Properties=species:S:1:pos:R:3:lowdin_charge:R:1
H 0.5086 -2.4049 4.5730 0.020
H -1.4146 0.9285 -1.6307 0.099
H -1.1014 2.5497 -1.4373 0.084
H 2.0971 -1.6621 4.7125 0.063
H -1.2361 -1.6846 2.2245 0.045
C 0.9667 -1.9218 2.7005 -0.195
C -0.8804 1.7660 -2.1466 -0.326
C -0.1543 -1.6907 1.9206 -0.034
H 0.6510 1.2965 -3.3713 0.020
H -2.6420 1.8859 -3.5948 -0.002
N -1.6808 1.9402 -3.5198 -0.012
N 0.5046 1.6059 -2.4720 -0.008
H 0.7933 2.6030 -2.6908 0.092
H -0.0825 -1.3804 0.7912 0.076
H 1.8428 -1.8571 2.1015 0.052
H 1.9880 -3.1699 4.3543 0.060
H -1.3119 2.8438 -3.8745 0.053
C 1.4249 -2.2820 4.1564 -0.087
```